Record 1
The following is a quantum chemistry calculation of a single C4H8N2O7 molecule at a distorted geometry, from OMol25.

CARTESIAN COORDINATES (ANGSTROEM)
C1 0.76 -1.00 1.09
C2 -0.52 0.00 0.98
C3 -1.40 -0.02 -1.27
C4 1.83 0.95 -2.62
N1 2.19 0.06 -3.68
N2 0.69 1.04 -1.91
O1 1.33 -0.77 -4.03
O2 3.30 0.21 -4.07
O3 -0.19 0.00 -2.05
O4 0.48 1.95 -1.16
O5 0.25 -2.26 1.51
O6 2.69 1.89 -2.43
O7 -1.41 -0.55 0.04
H1 1.48 -0.85 1.96
H2 1.44 -1.02 0.16
H3 -0.17 1.03 0.78
H4 -0.84 -0.04 2.06
H5 -1.99 0.91 -1.53
H6 -1.86 -0.82 -1.76
H7 -0.51 -2.55 0.95
H8 2.82 2.16 -1.48

The charge is 0. The orbital gap is 8.551 eV. Its SMILES is O=[N+]([O-])/C(O)=[N+](/[O-])OCOCCO. The energy comes out at -21581.206 eV.

Here are the Mulliken charges for atoms 1 to 4, given in e:
1 C -0.222
2 C -0.354
3 C -0.234
4 C 0.262

Record 2
The following is a quantum chemistry calculation of a molecular structure, C7H11NO2S2 at a distorted geometry, from OMol25.

CARTESIAN COORDINATES (ANGSTROEM)
C1 -4.20 -0.05 0.18
C2 -3.13 -0.42 -0.98
C3 -0.47 0.49 -0.43
C4 1.35 -1.21 0.44
C5 2.95 -0.96 0.65
C6 3.12 0.44 -0.29
C7 1.76 1.07 -0.09
H1 -2.96 1.33 1.16
H2 -3.57 -1.24 -1.75
H3 -2.79 0.59 -1.44
H4 1.00 -2.19 -0.42
H5 0.84 -1.36 1.63
H6 3.49 -1.76 0.22
H7 2.93 -0.85 1.85
H8 3.94 1.02 0.18
H9 3.26 0.07 -1.27
H10 1.71 1.77 -0.95
H11 1.53 1.57 0.81
N1 0.79 0.13 -0.17
O1 -3.94 0.94 1.01
O2 -5.35 -0.58 0.23
S1 -1.42 -0.97 -0.41
S2 -0.84 2.17 -0.16

The charge is 0. The orbital gap is 8.820 eV. The energy comes out at -34689.126 eV.

Here are the Mulliken charges for atoms 1 to 4, given in e:
1 C 0.755
2 C -0.602
3 C 0.135
4 C -0.528

Record 3
The following is a quantum chemistry calculation of a single C9H23NSi2 molecule at a distorted geometry, from OMol25.

CARTESIAN COORDINATES (ANGSTROEM)
C1 -1.79 3.29 0.84
C2 -1.57 2.10 0.26
N1 -0.04 0.19 -0.19
C3 -0.33 1.64 -0.45
C4 2.00 1.19 1.45
C5 1.72 -1.72 1.51
C6 -0.46 -0.13 2.91
C7 1.46 -1.25 -2.33
C8 -1.17 -2.55 -0.90
C9 -1.35 -0.30 -2.92
Si1 0.74 -0.13 1.54
Si2 -0.25 -1.03 -1.57
H1 -2.72 3.76 1.17
H2 -0.87 3.79 0.95
H3 -2.44 1.52 0.01
H4 0.57 2.14 -0.17
H5 -0.42 1.81 -1.53
H6 1.56 2.17 1.33
H7 2.55 1.25 2.38
H8 2.66 1.14 0.55
H9 2.29 -2.15 0.67
H10 0.90 -2.41 1.79
H11 2.34 -1.45 2.37
H12 -1.22 -0.78 2.55
H13 -0.73 0.91 3.00
H14 -0.07 -0.48 3.82
H15 1.59 -2.30 -2.43
H16 2.08 -0.66 -1.66
H17 1.50 -0.69 -3.25
H18 -0.43 -3.03 -0.27
H19 -1.51 -3.17 -1.72
H20 -1.98 -2.29 -0.21
H21 -0.69 0.14 -3.73
H22 -1.91 0.54 -2.37
H23 -2.00 -1.05 -3.40

The charge is 0. The orbital gap is 8.927 eV. Its SMILES is C=CCN([Si](C)(C)C)[Si](C)(C)C. The energy comes out at -26951.914 eV.

Here are the Mulliken charges for atoms 1 to 4, given in e:
1 C -0.847
2 C 0.097
3 N 0.351
4 C -0.991

Record 4
The following is a quantum chemistry calculation of 3 unconnected molecules or ions with the total composition C31H45F2IN2O9P at a distorted geometry, from OMol25.

CARTESIAN COORDINATES (ANGSTROEM)
C1 -2.07 -1.48 1.87
C2 -2.59 -0.40 1.69
C3 -3.14 0.99 1.52
C4 -1.93 1.95 1.72
C5 -2.30 3.47 1.48
C6 -1.56 4.08 0.29
C7 -2.20 4.26 -0.97
C8 -3.64 3.80 -1.19
I1 -3.75 2.01 -2.43
C9 -4.59 4.94 -1.72
C10 -6.07 4.47 -1.40
C11 -1.37 4.86 -2.02
P1 -2.05 5.13 -3.75
O1 -2.80 6.41 -3.81
N1 -0.14 5.25 -1.85
N2 0.39 5.05 -0.67
C12 1.81 5.47 -0.54
C13 1.97 6.79 0.24
C14 3.11 6.97 0.91
C15 -0.18 4.52 0.41
C16 0.53 4.30 1.73
C17 1.10 2.80 1.80
C18 2.66 2.76 1.60
C19 3.30 1.44 2.14
C20 2.52 0.23 1.54
C21 2.57 0.14 -0.01
C22 2.62 -1.36 -0.52
C23 3.93 -1.71 -1.27
O2 3.67 -2.57 -2.42
C24 3.57 -1.81 -3.58
C25 4.76 -1.68 -4.55
O3 2.54 -1.24 -3.82
H1 -1.33 -2.24 2.14
H2 -3.48 1.10 0.47
H3 -3.97 1.20 2.22
H4 -1.17 1.64 0.98
H5 -1.56 1.84 2.76
H6 -2.05 4.02 2.41
H7 -3.39 3.53 1.39
H8 -4.08 3.49 -0.23
H9 -4.34 5.87 -1.19
H10 -4.54 5.03 -2.81
H11 -6.60 4.36 -2.37
H12 -6.63 5.21 -0.80
H13 -6.08 3.46 -0.96
H14 -0.89 5.25 -4.56
H15 -2.74 3.99 -4.20
H16 2.21 5.63 -1.56
H17 2.43 4.69 -0.09
H18 1.22 7.59 0.28
H19 3.23 7.73 1.69
H20 3.94 6.28 0.71
H21 1.39 4.96 1.90
H22 -0.14 4.42 2.60
H23 0.68 2.28 0.93
H24 0.84 2.34 2.76
H25 2.81 2.76 0.50
H26 3.13 3.68 1.98
H27 3.24 1.47 3.24
H28 4.34 1.41 1.77
H29 1.47 0.17 1.89
H30 3.00 -0.68 1.95
H31 1.61 0.54 -0.41
H32 3.42 0.68 -0.47
H33 2.48 -2.07 0.31
H34 1.78 -1.54 -1.22
H35 4.46 -0.82 -1.65
H36 4.62 -2.30 -0.64
H37 5.63 -2.26 -4.21
H38 4.48 -1.98 -5.57
H39 5.05 -0.62 -4.56
C26 -2.96 -6.33 2.22
C27 -1.62 -7.01 2.22
O4 -0.72 -5.93 2.30
C28 -1.37 -4.94 2.97
O5 -0.84 -3.99 3.45
O6 -2.70 -5.18 3.03
F1 -1.41 -7.67 1.05
H40 -3.27 -6.02 1.23
H41 -3.74 -6.95 2.66
H42 -1.45 -7.69 3.05
C29 0.23 -10.19 -0.85
C30 1.34 -11.20 -0.79
O7 1.06 -11.90 0.41
C31 -0.29 -11.84 0.58
O8 -0.90 -12.53 1.32
O9 -0.85 -10.89 -0.22
F2 2.55 -10.59 -0.67
H43 0.45 -9.28 -0.28
H44 -0.03 -9.91 -1.87
H45 1.37 -11.89 -1.63

The charge is +1. The orbital gap is 7.663 eV. The energy comes out at -77098.198 eV.

Here are the Mulliken charges for atoms 1 to 4, given in e:
1 C 0.188
2 C -0.930
3 C -0.067
4 C -0.004

Record 5
The following is a quantum chemistry calculation of a molecular structure, As2CsF12 at a distorted geometry, from OMol25.

CARTESIAN COORDINATES (ANGSTROEM)
Cs1 -15.93 -1.18 -16.51
As1 -13.78 -3.16 -17.55
F1 -13.12 -1.54 -17.77
F2 -13.11 -3.66 -19.10
F3 -14.42 -4.88 -17.32
F4 -14.45 -2.60 -16.02
F5 -15.32 -2.58 -18.35
F6 -12.26 -3.68 -16.76
As2 -16.72 -3.44 -13.90
F7 -17.89 -4.60 -14.59
F8 -18.03 -2.48 -13.20
F9 -15.46 -2.38 -13.17
F10 -15.38 -4.35 -14.68
F11 -16.82 -2.32 -15.30
F12 -16.71 -4.46 -12.39

The charge is -1. The orbital gap is 10.044 eV. The energy comes out at -154839.192 eV.

Here are the Mulliken charges for atoms 1 to 4, given in e:
1 Cs 0.792
2 As 2.041
3 F -0.454
4 F -0.481

Record 6
The following is a quantum chemistry calculation of a gas-phase ion, C19H18F3 (charge +1) at a distorted geometry, from OMol25.

CARTESIAN COORDINATES (ANGSTROEM)
C1 2.45 -2.65 3.72
C2 1.47 -1.54 3.47
C3 0.52 -1.21 4.56
C4 1.50 -0.89 2.23
C5 0.55 0.00 1.71
C6 0.57 0.74 0.40
H1 2.37 -3.06 4.74
H2 2.26 -3.49 3.03
H3 3.49 -2.35 3.57
H4 0.70 -1.85 5.44
H5 0.59 -0.16 4.89
H6 -0.52 -1.38 4.22
H7 2.37 -1.15 1.62
H8 -0.17 0.40 2.44
H9 0.06 1.71 0.63
H10 1.63 0.92 0.18
F1 -4.92 0.48 -1.79
C7 -3.79 -0.14 -1.29
C8 -3.98 -1.28 -0.52
C9 -2.82 -1.91 -0.04
F2 -2.91 -3.08 0.68
C10 -1.56 -1.40 -0.29
C11 -1.41 -0.18 -0.96
C12 0.04 0.30 -0.99
C13 0.44 1.32 -2.10
C14 1.78 1.24 -2.52
C15 2.34 2.14 -3.43
C16 1.54 3.11 -4.05
C17 0.19 3.11 -3.72
F3 -0.63 4.01 -4.38
C18 -0.37 2.26 -2.76
C19 -2.53 0.39 -1.58
H11 -4.96 -1.68 -0.27
H12 -0.67 -1.94 0.04
H13 0.57 -0.63 -1.33
H14 2.40 0.40 -2.19
H15 3.39 2.06 -3.70
H16 1.96 3.84 -4.74
H17 -1.44 2.36 -2.60
H18 -2.50 1.19 -2.32

The charge is +1. The orbital gap is 5.618 eV. The energy comes out at -28138.438 eV.

Here are the Mulliken charges for atoms 1 to 4, given in e:
1 C -1.421
2 C 1.074
3 C -1.404
4 C -0.381